Here is a cluster of 2 separate species, C4H11N2S in total at a distorted geometry from OMol25. Energies are from the ωB97M-V functional and the def2-TZVPD basis.

Last column: Löwdin charge in e.
Cartesian coordinates (Å):
C (-2.945, -1.210, -0.665)  -0.26
C (-1.544, -1.289, -0.065)  -0.85
S (-1.347, -0.281, 1.421)  0.15
H (-3.228, -0.151, -0.851)  0.05
H (-3.623, -1.581, 0.106)  0.04
H (-3.185, -1.796, -1.585)  0.05
H (-0.731, -1.036, -0.841)  0.04
H (-1.330, -2.309, 0.248)  0.01
C (2.126, 0.748, -1.146)  -0.27
C (1.689, 0.945, 0.125)  -0.20
N (2.538, 0.884, 1.301)  0.02
N (1.319, 0.768, -2.299)  -0.02
H (3.141, 0.445, -1.374)  0.08
H (0.625, 0.990, 0.399)  0.00
H (3.350, 0.333, 1.311)  0.04
H (1.963, 0.661, 2.087)  0.04
H (1.213, 1.665, -2.774)  0.06
H (0.418, 0.551, -1.951)  0.02

Values from the calculation:
- Total energy: -18141.71528 eV
- Charge: -1
- Energy above the lowest of the compared OMol25 structures with the same formula, charge and spin: 133.4 kJ/mol
- M: 119.2 g mol⁻¹
- F_max: 0.0503 Eh/bohr
- 2S+1: 1
- Lowest unoccupied orbital energy: 4.053 eV